Molecular formula: CH2ClNO
Method: DFT, the ωB97M-V functional and the def2-TZVPD basis

## Properties
Energy in eV: -17124.86121
Maximum force in eV Å⁻¹: 2.90
Energy above the lowest of the compared OMol25 structures with the same formula, charge and spin in eV: 4.726

Last column: natural (NBO) charge in e.
CARTESIAN COORDINATES (ANGSTROEM)
1 C -0.66 0.07 -0.01  -0.005
2 N 0.50 -0.45 -0.61  0.122
3 O -0.05 -1.13 0.38  -0.249
4 Cl 2.37 0.65 0.12  -0.263
5 H -0.60 0.90 0.69  0.207
6 H -1.57 -0.04 -0.58  0.187



Molecular formula: C12H22BBrClCsF2N3O8Si2
Method: DFT, the ωB97M-V functional and the def2-TZVPD basis

## Properties
Energy in eV: -138633.71031
Maximum force in eV Å⁻¹: 6.03
Net charge: +1
Energy above the lowest of the compared OMol25 structures with the same formula, charge and spin in eV: 2.864

Last column: Löwdin charge in e.
CARTESIAN COORDINATES (ANGSTROEM)
1 C 3.55 1.26 -1.03  0.024
2 C 2.07 1.63 -0.65  -0.487
3 O 1.81 2.03 0.44  0.122
4 N 1.08 1.37 -1.71  0.042
5 C 1.00 2.63 -2.49  -0.460
6 C 0.89 4.06 -1.89  0.024
7 O 1.07 2.54 -3.68  0.123
8 Si -0.48 0.86 -1.08  0.394
9 O -1.32 2.26 -0.59  0.071
10 B -1.66 2.21 0.78  -0.786
11 O -2.96 1.73 1.14  0.115
12 O -0.85 2.65 1.82  0.182
13 O -0.30 -0.06 0.29  -0.195
14 Si 0.39 -1.63 0.04  0.433
15 N 0.52 -2.14 -1.63  -0.022
16 C 2.13 -1.67 0.78  -0.227
17 C 2.23 -2.29 2.24  -0.280
18 C 2.71 -1.16 3.22  -0.534
19 Cl 1.46 0.17 3.34  0.577
20 C -0.82 -2.86 0.87  -0.206
21 C -1.36 -2.28 2.26  -0.307
22 C -2.85 -1.76 2.15  -0.621
23 Br -4.16 -2.93 3.03  0.630
24 N -1.55 0.08 -2.31  0.097
25 C -1.45 0.67 -3.63  -0.499
26 O -0.78 0.16 -4.43  0.241
27 F -2.07 1.84 -3.97  0.138
28 C -2.91 -0.02 -1.87  -0.508
29 O -3.37 -1.16 -1.75  -0.395
30 F -3.74 1.04 -1.61  0.112
31 H 4.17 1.32 -0.10  0.095
32 H 3.61 0.25 -1.50  0.091
33 H 3.86 2.04 -1.78  0.102
34 H -0.20 4.34 -1.96  0.104
35 H 1.12 4.10 -0.79  0.092
36 H 1.47 4.79 -2.48  0.101
37 H -2.86 0.81 1.46  0.062
38 H -1.37 2.99 2.56  0.129
39 H 1.19 -1.61 -2.19  0.044
40 H -0.37 -2.27 -2.11  0.032
41 H 2.64 -0.67 0.81  0.052
42 H 2.77 -2.31 0.11  0.091
43 H 1.31 -2.81 2.59  0.084
44 H 3.06 -3.04 2.23  0.118
45 H 3.01 -1.56 4.21  0.084
46 H 3.61 -0.68 2.75  0.078
47 H -0.26 -3.80 1.13  0.088
48 H -1.66 -3.02 0.16  0.072
49 H -0.73 -1.40 2.56  0.054
50 H -1.26 -3.02 3.10  0.099
51 H -2.88 -0.78 2.70  0.059
52 H -3.09 -1.60 1.07  0.043
53 Cs -5.43 -1.31 -2.60  1.425



Molecular formula: C32H29F13NO3S
Method: DFT, the ωB97M-V functional and the def2-TZVPD basis

## Properties
Energy in eV: -87431.54118
Maximum force in eV Å⁻¹: 10.44
Net charge: +1
Energy above the lowest of the compared OMol25 structures with the same formula, charge and spin in eV: 8.504

Last column: Löwdin charge in e.
CARTESIAN COORDINATES (ANGSTROEM)
1 O 4.42 2.86 -0.73  -0.342
2 S 3.44 1.87 0.02  0.927
3 O 3.19 2.57 1.41  -0.302
4 C 4.24 0.23 0.38  -0.246
5 C 3.64 -1.06 -0.41  -0.128
6 O 4.08 -1.20 -1.81  -0.172
7 C 5.15 -0.26 -2.17  -0.133
8 C 6.30 -0.37 -1.00  -0.072
9 N 5.77 0.29 0.26  0.042
10 C 1.87 1.84 -1.00  -0.205
11 F 1.93 0.90 -2.19  0.021
12 F 1.84 3.20 -1.67  0.032
13 C 0.47 1.77 -0.17  -0.109
14 F -0.63 1.88 -1.19  0.060
15 F 0.31 2.99 0.70  0.056
16 C 0.19 0.47 0.76  -0.085
17 F 1.32 -0.02 1.58  0.033
18 F -0.85 0.93 1.77  0.050
19 C -0.48 -0.83 0.03  -0.145
20 F -0.04 -1.10 -1.35  0.054
21 F -1.96 -0.70 0.06  0.057
22 F -0.10 -2.05 0.83  0.034
23 H 4.06 0.02 1.54  0.188
24 H 2.45 -1.09 -0.45  0.141
25 H 3.94 -2.04 0.19  0.173
26 H 4.73 0.83 -2.35  0.139
27 H 5.59 -0.61 -3.21  0.173
28 H 6.41 -1.53 -0.76  0.177
29 H 7.32 0.08 -1.40  0.175
30 H 6.16 -0.28 1.07  0.208
31 H 6.14 1.26 0.41  0.195
32 F -9.01 -2.55 -0.54  0.068
33 C -7.69 -2.30 -0.44  -0.285
34 C -7.26 -1.10 0.12  -0.020
35 C -5.90 -0.84 0.23  -0.092
36 C -4.97 -1.78 -0.24  -0.090
37 C -5.41 -2.98 -0.81  -0.069
38 C -6.78 -3.24 -0.90  -0.003
39 H -8.00 -0.38 0.47  0.119
40 H -5.55 0.09 0.67  0.100
41 H -3.91 -1.58 -0.16  0.069
42 H -4.69 -3.70 -1.17  0.077
43 H -7.14 -4.17 -1.33  0.119
44 F -5.93 1.85 7.03  0.064
45 C -6.21 0.95 6.07  -0.290
46 C -5.36 0.81 4.98  -0.021
47 C -5.66 -0.13 4.00  -0.088
48 C -6.81 -0.91 4.10  -0.095
49 C -7.66 -0.76 5.20  -0.078
50 C -7.36 0.17 6.19  -0.015
51 H -4.48 1.43 4.91  0.112
52 H -4.99 -0.25 3.14  0.089
53 H -7.04 -1.64 3.33  0.097
54 H -8.56 -1.37 5.27  0.107
55 H -8.01 0.29 7.05  0.117
56 F -3.67 -5.26 -0.98  0.045
57 C -2.55 -5.42 -1.69  -0.275
58 C -2.37 -6.59 -2.42  -0.005
59 C -1.20 -6.76 -3.16  -0.073
60 C -0.22 -5.77 -3.16  -0.095
61 C -0.41 -4.60 -2.42  -0.088
62 C -1.58 -4.42 -1.68  -0.015
63 H -3.13 -7.36 -2.41  0.121
64 H -1.05 -7.67 -3.74  0.110
65 H 0.70 -5.90 -3.73  0.101
66 H 0.36 -3.83 -2.41  0.092
67 H -1.75 -3.52 -1.11  0.095
68 F 8.63 8.53 -1.89  0.072
69 C 7.67 7.62 -1.67  -0.284
70 C 6.38 8.04 -1.37  -0.008
71 C 5.38 7.10 -1.14  -0.072
72 C 5.68 5.73 -1.22  -0.102
73 C 6.98 5.32 -1.52  -0.094
74 C 7.98 6.27 -1.75  -0.018
75 H 6.16 9.10 -1.30  0.120
76 H 4.37 7.42 -0.91  0.108
77 H 4.90 5.00 -1.04  0.066
78 H 7.22 4.26 -1.57  0.089
79 H 8.99 5.96 -1.99  0.116



Molecular formula: C16H23FeIN2O
Method: DFT, the ωB97M-V functional and the def2-TZVPD basis

## Properties
Energy in eV: -64476.50622
Multiplicity: 5
Maximum force in eV Å⁻¹: 5.94
Energy above the lowest of the compared OMol25 structures with the same formula, charge and spin in eV: 6.049
⟨S²⟩: 6.0717

Last column: natural (NBO) charge in e.
CARTESIAN COORDINATES (ANGSTROEM)
1 C 1.11 2.68 0.35  -0.858
2 C 2.96 1.33 -1.23  -0.847
3 H 1.72 3.57 0.10  0.215
4 H 1.66 2.23 1.19  0.231
5 H 0.03 2.88 0.51  0.227
6 H 2.69 1.18 -2.31  0.254
7 H 3.51 2.21 -0.91  0.246
8 H 3.26 0.46 -0.64  0.196
9 C -2.07 1.78 -0.90  0.096
10 C -3.39 1.38 -1.12  -0.234
11 C -3.70 0.20 -1.74  -0.156
12 C -2.61 -0.59 -2.09  -0.202
13 H -1.88 2.75 -0.45  0.212
14 H -4.19 2.05 -0.81  0.226
15 H -4.72 -0.12 -1.97  0.231
16 H -2.77 -1.49 -2.63  0.214
17 N -0.99 1.02 -1.22  -0.455
18 C -1.30 -0.21 -1.74  0.170
19 C -0.18 -1.13 -1.83  0.229
20 N 1.05 -0.63 -1.45  -0.523
21 C 2.01 -1.55 -1.20  0.111
22 C 0.66 -3.41 -1.94  -0.139
23 C 1.84 -2.92 -1.42  -0.238
24 H 2.97 -1.21 -0.81  0.208
25 H 2.66 -3.57 -1.18  0.228
26 C -0.34 -2.49 -2.15  -0.210
27 H -1.29 -2.81 -2.55  0.220
28 H 0.52 -4.48 -2.15  0.233
29 Fe 1.21 1.32 -0.92  1.265
30 I 1.01 2.85 -2.79  -0.325
31 C -1.39 0.44 2.65  -0.625
32 C -0.01 -0.15 2.28  0.255
33 C 1.04 0.50 3.19  -0.632
34 C -0.02 -1.67 2.58  -0.613
35 O 0.25 -0.01 0.98  -0.955
36 H -1.62 0.25 3.71  0.193
37 H -2.16 -0.01 2.02  0.196
38 H -1.39 1.52 2.47  0.190
39 H 0.82 0.26 4.24  0.196
40 H 2.04 0.12 2.95  0.196
41 H 1.04 1.59 3.08  0.194
42 H -0.77 -2.14 1.93  0.196
43 H 0.96 -2.07 2.30  0.196
44 H -0.23 -1.90 3.63  0.187



Molecular formula: C40H32Cl2F12N3O4PPt
Method: DFT, the ωB97M-V functional and the def2-TZVPD basis

## Properties
Energy in eV: -124845.65009
Multiplicity: 5
Maximum force in eV Å⁻¹: 3.41
Energy above the lowest of the compared OMol25 structures with the same formula, charge and spin in eV: 0.000
⟨S²⟩: 6.0565

Last column: Löwdin spin population.
CARTESIAN COORDINATES (ANGSTROEM)
1 Pt 0.25 -0.13 0.05  1.342
2 C -0.34 -4.90 4.91  0.026
3 C -0.62 -3.72 4.08  0.130
4 C -1.22 -2.59 4.58  -0.016
5 C -1.36 -1.48 3.76  0.143
6 C -1.00 -1.46 2.38  0.030
7 N -1.01 -0.31 1.69  0.498
8 C -1.52 0.92 2.31  0.022
9 C -0.88 1.33 3.51  0.027
10 C -1.35 2.40 4.22  -0.003
11 C -2.35 3.21 3.67  0.018
12 C -2.87 4.43 4.38  0.003
13 C -2.86 2.88 2.42  -0.003
14 C -2.45 1.78 1.68  0.025
15 C -2.99 1.45 0.31  0.011
16 O -2.30 0.53 -0.33  0.126
17 C -2.95 2.80 -0.57  0.003
18 F -1.81 3.49 -0.26  0.000
19 F -3.98 3.64 -0.42  0.001
20 F -2.91 2.49 -1.93  0.000
21 C -4.55 1.03 0.35  0.007
22 F -5.05 1.01 -0.92  0.006
23 F -4.70 -0.25 0.85  0.000
24 F -5.35 1.87 1.10  0.002
25 C -0.59 -2.75 1.82  0.120
26 C -0.38 -3.81 2.70  -0.016
27 C -0.50 -3.01 0.30  0.027
28 O -0.66 -1.87 -0.46  0.103
29 C 0.89 -3.70 -0.09  0.005
30 F 1.10 -4.95 0.40  0.000
31 F 1.06 -3.81 -1.43  0.001
32 F 1.90 -2.93 0.40  0.007
33 C -1.70 -3.91 -0.15  0.012
34 F -1.55 -5.19 0.30  0.003
35 F -2.87 -3.45 0.33  0.003
36 F -1.79 -3.97 -1.52  0.004
37 H 0.64 -4.83 5.41  0.010
38 H -0.29 -5.78 4.21  0.002
39 H -1.15 -5.10 5.65  0.004
40 H -1.54 -2.56 5.63  -0.004
41 H -1.65 -0.54 4.31  0.005
42 H -0.07 0.69 3.81  0.000
43 H -0.88 2.71 5.12  0.000
44 H -2.08 5.09 4.83  0.001
45 H -3.61 4.09 5.17  0.001
46 H -3.42 5.06 3.67  0.000
47 H -3.57 3.58 1.97  0.000
48 H 0.03 -4.76 2.31  -0.003
49 C 0.76 4.00 -4.16  0.001
50 C 2.08 3.59 -4.00  0.001
51 C 2.33 2.43 -3.23  0.004
52 C 1.29 1.78 -2.58  0.012
53 C -0.02 2.25 -2.69  0.006
54 C -0.29 3.33 -3.56  0.000
55 P 1.55 0.17 -1.72  0.065
56 C 1.57 -0.97 -3.14  0.016
57 C 2.61 -0.86 -4.13  0.004
58 C 2.48 -1.54 -5.33  0.002
59 C 1.45 -2.49 -5.54  0.000
60 C 0.51 -2.66 -4.55  0.001
61 C 0.53 -1.90 -3.37  0.005
62 C 3.25 0.24 -1.10  0.006
63 C 4.02 -0.90 -1.21  0.008
64 C 5.36 -0.84 -0.82  -0.002
65 C 5.87 0.34 -0.26  0.010
66 C 5.09 1.48 -0.07  -0.001
67 C 3.77 1.43 -0.55  0.010
68 H 0.55 4.92 -4.75  0.000
69 H 2.95 4.08 -4.40  0.000
70 H 3.34 2.03 -3.22  0.000
71 H -0.79 1.74 -2.15  0.003
72 H -1.33 3.64 -3.78  0.000
73 H 3.42 -0.19 -3.94  0.000
74 H 3.16 -1.32 -6.15  0.000
75 H 1.42 -3.06 -6.46  0.000
76 H -0.33 -3.39 -4.67  0.000
77 H -0.21 -2.08 -2.57  0.003
78 H 3.59 -1.87 -1.45  0.000
79 H 5.95 -1.73 -0.87  0.000
80 H 6.91 0.41 0.05  0.001
81 H 5.41 2.35 0.46  0.000
82 H 3.12 2.32 -0.43  0.000
83 N -3.55 -0.45 -2.87  0.498
84 N -2.97 -1.64 -2.44  0.414
85 H -3.47 -0.37 -3.91  0.029
86 H -3.28 0.41 -2.37  0.007
87 H -3.74 -2.21 -2.10  0.036
88 H -2.28 -1.49 -1.68  0.005
89 Cl 2.72 4.04 1.58  0.001
90 C 2.75 2.45 2.36  0.008
91 Cl 2.42 2.64 4.13  0.000
92 C 1.91 1.27 1.77  0.016
93 O 2.17 0.13 2.15  0.046
94 O 0.99 1.60 0.91  0.098
95 H 3.82 2.17 2.32  0.001



Molecular formula: C5H12NO
Method: DFT, the ωB97M-V functional and the def2-TZVPD basis

## Properties
Energy in eV: -8915.93518
Maximum force in eV Å⁻¹: 2.38
Net charge: -1
Energy above the lowest of the compared OMol25 structures with the same formula, charge and spin in eV: 1.128

Last column: natural (NBO) charge in e.
CARTESIAN COORDINATES (ANGSTROEM)
1 C -2.70 -0.80 -1.06  -0.616
2 C -1.57 -0.27 -0.15  -0.432
3 C -0.64 0.84 -0.63  -0.402
4 C 0.79 0.90 0.00  -0.073
5 N 0.63 0.98 1.46  -0.893
6 C 1.68 -0.42 -0.30  -0.042
7 O 2.01 -1.12 0.79  -0.959
8 H -3.27 0.01 -1.54  0.186
9 H -3.29 -1.19 -0.20  0.207
10 H -2.47 -1.50 -1.86  0.203
11 H -1.92 0.07 0.82  0.198
12 H -0.83 -1.06 0.03  0.230
13 H -0.29 0.65 -1.67  0.185
14 H -1.01 1.88 -0.50  0.182
15 H 1.30 1.78 -0.39  0.153
16 H 0.57 0.00 1.73  0.384
17 H 1.50 1.21 1.94  0.349
18 H 1.06 -1.19 -0.88  0.069
19 H 2.43 -0.07 -1.06  0.070



Q: Among the records above, which one has the highest energy above the lowest of the compared OMol25 structures with the same formula, charge and spin?
A: C32H29F13NO3S



Q: Which of these has the lowest maximum force?
A: C5H12NO



Repeat the first record exactly.
Molecular formula: CH2ClNO
Method: DFT, the ωB97M-V functional and the def2-TZVPD basis

## Properties
Energy in eV: -17124.86121
Maximum force in eV Å⁻¹: 2.90
Energy above the lowest of the compared OMol25 structures with the same formula, charge and spin in eV: 4.726

Last column: natural (NBO) charge in e.
CARTESIAN COORDINATES (ANGSTROEM)
1 C -0.66 0.07 -0.01  -0.005
2 N 0.50 -0.45 -0.61  0.122
3 O -0.05 -1.13 0.38  -0.249
4 Cl 2.37 0.65 0.12  -0.263
5 H -0.60 0.90 0.69  0.207
6 H -1.57 -0.04 -0.58  0.187